The following is a DFT calculation (the ωB97M-V functional and the def2-TZVPD basis) of one molecule with the formula C6H10.

* relative energy (zero: lowest compared OMol25 entry of this formula, charge and spin): 406.80 kJ/mol
* molecular weight: 82.1 u
* electronic energy: -234.447571 hartree

Geometry as ORCA input:
```
! wB97M-V def2-TZVPD RIJCOSX def2/J DEFGRID3
* xyz 0 1
C -1.246 1.361 -1.032
C -0.105 0.862 -0.159
C 1.731 -0.789 -0.858
C 1.428 -1.427 0.398
C 0.503 -1.103 1.310
C -0.527 -0.054 0.985
H -1.944 1.958 -0.432
H -1.810 0.523 -1.458
H -0.885 1.990 -1.851
H 0.509 1.690 0.211
H 1.314 -1.391 -1.690
H 0.668 0.360 -0.843
H 2.103 -2.267 0.593
H 0.430 -1.637 2.254
H -1.485 -0.540 0.742
H -0.731 0.568 1.865
*
```

Charges in e, computed with Mulliken, in the same order as the atoms: C -1.318; C 0.228; C -0.791; C -0.146; C -0.453; C -0.574; H 0.327; H 0.352; H 0.373; H 0.343; H 0.151; H 0.198; H 0.371; H 0.359; H 0.288; H 0.293